1.
Entry from OMol25: a 8-piece molecular cluster, C46H61F7N10O3PS overall at a distorted geometry (wB97M-V/def2-TZVPD).

Geometry as ORCA input:
```
! wB97M-V def2-TZVPD RIJCOSX def2/J DEFGRID3
* xyz 1 1
C 7.595 -2.229 0.624
C 6.275 -2.089 -0.173
C 5.674 -3.332 -0.707
C 4.422 -3.282 -1.429
C 3.677 -2.027 -1.685
C 2.353 -2.125 -2.492
C 1.063 -1.572 -1.801
N 1.154 -0.109 -1.518
N 1.415 0.649 -2.714
C -0.133 0.447 -0.993
C -1.047 -0.539 -0.185
P -2.825 -0.061 -0.652
O -3.230 -0.544 -1.985
O -3.786 -0.760 0.534
O -2.930 1.574 -0.430
N -0.934 -1.974 -0.478
C 0.510 -2.436 -0.555
C 1.123 -2.006 0.843
C 2.319 -2.829 1.421
C 2.574 -2.270 2.906
S 3.656 -0.747 2.701
C 0.461 -3.948 -0.902
F 0.038 -4.045 -2.240
F 1.692 -4.593 -0.918
C -0.519 -4.926 -0.150
F -0.361 -6.129 -0.852
F -1.857 -4.671 -0.345
C -0.179 -5.353 1.327
F 0.963 -6.099 1.395
F -0.238 -4.366 2.258
F -1.172 -6.246 1.681
C 4.302 -0.814 -1.184
C 5.577 -0.853 -0.447
H 8.464 -2.429 -0.067
H 7.584 -3.085 1.354
H 7.843 -1.295 1.185
H 6.136 -4.339 -0.558
H 3.998 -4.248 -1.798
H 2.529 -1.552 -3.451
H 2.261 -3.189 -2.841
H 0.235 -1.650 -2.567
H 1.905 0.166 -0.870
H 1.057 0.153 -3.533
H 2.434 0.751 -2.776
H -0.718 0.811 -1.882
H 0.027 1.361 -0.357
H -0.981 -0.278 0.917
H -3.318 -0.751 1.390
H -3.887 1.787 -0.359
H -1.355 -2.417 0.352
H 0.311 -2.033 1.629
H 1.466 -0.928 0.879
H 2.146 -3.925 1.547
H 3.295 -2.703 0.896
H 3.185 -2.967 3.523
H 1.638 -1.908 3.392
H 2.844 0.347 2.552
H 3.832 0.180 -1.361
H 6.046 0.093 -0.074
N -6.073 4.061 0.320
C -5.875 3.824 -1.017
C -5.630 5.027 -1.627
C -5.677 6.028 -0.622
C -5.949 5.401 0.568
H -6.277 3.360 1.011
H -5.927 2.822 -1.415
H -5.439 5.173 -2.679
H -5.528 7.087 -0.756
H -6.066 5.792 1.565
N -0.794 4.169 -0.173
C 0.529 4.129 0.182
C 0.960 5.420 0.359
C -0.146 6.271 0.108
C -1.216 5.470 -0.215
H -1.364 3.363 -0.369
H 1.048 3.187 0.276
H 1.958 5.719 0.639
H -0.159 7.348 0.159
H -2.235 5.713 -0.471
N -6.398 -2.008 1.196
C -6.581 -2.265 2.529
C -7.502 -3.275 2.642
C -7.886 -3.645 1.328
C -7.187 -2.849 0.458
H -5.780 -1.310 0.817
H -6.042 -1.707 3.279
H -7.859 -3.701 3.567
H -8.594 -4.410 1.053
H -7.183 -2.807 -0.620
N 8.443 0.170 -2.470
C 8.380 1.156 -3.418
C 9.504 1.932 -3.295
C 10.278 1.391 -2.237
C 9.600 0.303 -1.749
H 7.748 -0.543 -2.326
H 7.543 1.221 -4.094
H 9.744 2.793 -3.899
H 11.225 1.757 -1.874
H 9.839 -0.384 -0.954
N -12.447 -4.308 1.339
C -11.293 -4.266 2.073
C -11.245 -5.394 2.851
C -12.413 -6.150 2.570
C -13.133 -5.456 1.633
H -12.745 -3.606 0.685
H -10.609 -3.438 1.980
H -10.458 -5.650 3.543
H -12.693 -7.096 3.007
H -14.071 -5.679 1.151
N 2.238 4.715 -2.730
C 2.427 5.644 -3.715
C 3.696 5.485 -4.211
C 4.295 4.414 -3.502
C 3.371 3.957 -2.597
H 1.398 4.604 -2.186
H 1.644 6.338 -3.976
H 4.144 6.072 -4.997
H 5.291 4.022 -3.640
H 3.422 3.161 -1.870
N 2.279 2.814 4.028
C 2.276 3.827 3.101
C 3.444 4.529 3.242
C 4.184 3.916 4.288
C 3.442 2.861 4.750
H 1.543 2.143 4.156
H 1.445 3.958 2.427
H 3.737 5.388 2.659
H 5.151 4.216 4.658
H 3.639 2.142 5.529
*
```

- HOMO energy: -0.340 Ha
- Energy relative to the best compared isomer or geometry (same formula, charge and spin): 2.859 eV
- Strongest force on any atom: 3.21 eV Å⁻¹


2.
Entry from OMol25: C46H61MoN5O4SSe as an isolated structure at a distorted geometry (wB97M-V/def2-TZVPD).

Geometry as ORCA input:
```
! wB97M-V def2-TZVPD RIJCOSX def2/J DEFGRID3
* xyz 0 3
Mo -0.136 0.126 -0.061
O -2.657 -3.680 1.294
C -2.276 -4.461 0.271
C -2.714 -5.784 0.232
C -2.390 -6.604 -0.829
C -1.627 -6.117 -1.883
C -1.178 -4.814 -1.856
C -1.477 -3.976 -0.778
C -1.021 -2.585 -0.808
O -1.130 -1.779 0.192
N -0.559 -2.144 -1.948
N -0.275 -0.831 -1.871
C -0.243 -0.229 -3.056
C -0.126 1.158 -2.988
C -0.144 2.027 -4.095
C 0.038 3.373 -3.900
C 0.257 3.817 -2.594
C 0.198 2.917 -1.553
N -0.013 1.606 -1.695
H -2.246 -2.799 1.153
H -3.333 -6.131 1.043
H -2.733 -7.628 -0.840
H -1.404 -6.746 -2.732
H -0.627 -4.402 -2.689
H -0.378 -0.810 -3.961
H -0.296 1.610 -5.078
H 0.000 4.073 -4.719
H 0.467 4.852 -2.384
H 0.331 3.288 -0.549
C 5.377 5.932 1.664
C 4.622 5.101 2.712
C 3.768 6.052 3.555
C 5.632 4.426 3.651
C 3.773 4.050 2.010
C 2.392 3.997 2.124
C 1.688 2.978 1.514
Se -0.235 2.872 1.779
C -0.120 1.723 3.302
C -0.074 2.300 4.551
C 0.113 1.505 5.668
C 0.214 0.138 5.441
C 0.148 -0.478 4.199
C -0.014 0.337 3.048
O -0.099 -0.043 1.797
C 0.299 -1.994 4.185
C 0.159 -2.562 2.782
C -0.794 -2.630 5.058
C 1.689 -2.367 4.717
C 0.247 2.060 7.076
C 1.584 1.581 7.658
C -0.920 1.554 7.934
C 0.242 3.592 7.086
C 2.296 1.986 0.718
O 1.559 1.032 0.216
C 3.686 2.122 0.484
C 4.373 3.103 1.185
C 4.464 1.246 -0.497
C 5.369 2.121 -1.381
C 5.326 0.256 0.298
C 3.574 0.449 -1.455
H 5.948 6.721 2.152
H 4.675 6.391 0.970
H 6.067 5.318 1.093
H 4.416 6.733 4.104
H 3.172 5.497 4.275
H 3.103 6.645 2.930
H 6.279 5.182 4.092
H 6.256 3.706 3.128
H 5.113 3.904 4.452
H 1.825 4.726 2.681
H -0.171 3.371 4.605
H 0.358 -0.492 6.304
H -0.805 -2.272 2.380
H 0.224 -3.649 2.792
H 0.939 -2.171 2.131
H -1.776 -2.310 4.716
H -0.689 -2.352 6.104
H -0.735 -3.715 4.983
H 2.455 -1.948 4.067
H 1.800 -3.450 4.738
H 1.850 -1.983 5.720
H 1.620 0.497 7.726
H 1.735 1.991 8.654
H 2.402 1.906 7.018
H -0.991 0.471 7.895
H -1.859 1.967 7.570
H -0.788 1.856 8.971
H 1.067 3.980 6.492
H 0.355 3.953 8.108
H -0.692 3.984 6.688
H 5.444 3.142 1.068
H 6.130 2.645 -0.811
H 4.770 2.855 -1.916
H 5.878 1.498 -2.114
H 5.976 0.778 0.997
H 5.945 -0.330 -0.379
H 4.687 -0.424 0.855
H 2.906 1.103 -2.015
H 2.981 -0.289 -0.925
H 4.203 -0.088 -2.162
S 2.365 -2.484 0.080
C 2.595 -4.130 0.051
N 1.957 -4.927 -0.821
C 2.197 -6.349 -0.927
C 3.646 -6.626 -0.535
C 3.869 -6.075 0.871
N 3.498 -4.679 0.884
H 1.202 -4.515 -1.349
H 2.011 -6.654 -1.959
H 1.514 -6.913 -0.277
H 4.307 -6.114 -1.237
H 3.865 -7.692 -0.574
H 4.915 -6.160 1.176
H 3.256 -6.642 1.585
H 3.968 -4.044 1.508
C -2.290 0.635 0.034
H -2.670 0.475 1.046
H -2.931 0.047 -0.630
H -2.482 1.685 -0.201
*
```

- HOMO energy (alpha / beta): -0.256 / -0.269 Ha
- Expectation value of S²: 2.06
- Energy relative to the best compared isomer or geometry (same formula, charge and spin): 1.277 eV
- Strongest force on any atom: 1.80 eV Å⁻¹


- Number 1 is which compound?
  C46H61F7N10O3PS